*A*
{
  "formula": "C20H19N3O4S",
  "method": "ωB97M-V with the def2-TZVPD basis set",
  "symbols": ["C", "C", "C", "C", "C", "O", "C", "C", "N", "N", "C", "S", "C", "C", "O", "C", "C", "O", "N", "C", "C", "C", "C", "C", "C", "O", "C", "C", "H", "H", "H", "H", "H", "H", "H", "H", "H", "H", "H", "H", "H", "H", "H", "H", "H", "H", "H"],
  "positions_angstrom": [[-3.51452, -1.38296, 2.82155], [-3.00616, -1.51187, 1.41762], [-3.42673, -0.64405, 0.41960], [-2.93274, -0.74603, -0.86824], [-2.00552, -1.73124, -1.17233], [-1.51865, -1.88086, -2.46873], [-0.70621, -0.83183, -2.91846], [0.60573, -0.79090, -2.20958], [1.33902, 0.24520, -1.98042], [2.43768, -0.17788, -1.32106], [2.30169, -1.46122, -1.18049], [3.38359, -2.51500, -0.35738], [4.58749, -1.25014, 0.16035], [3.97466, -0.07404, 0.89476], [4.39709, 1.04320, 0.72483], [2.85863, -0.37087, 1.85336], [1.51531, 0.11681, 1.25530], [0.57996, -0.64103, 1.13267], [1.54518, 1.42649, 0.94412], [0.55447, 2.15963, 0.27540], [-0.77962, 1.77170, 0.26241], [-1.70920, 2.55264, -0.40115], [-1.32550, 3.71417, -1.04779], [0.00481, 4.10068, -1.02936], [0.94165, 3.33103, -0.36900], [1.17064, -1.92433, -1.72986], [-1.58852, -2.61701, -0.18935], [-2.08755, -2.50280, 1.09274], [-3.86898, -2.34374, 3.19089], [-2.71134, -1.04934, 3.47824], [-4.32753, -0.66351, 2.87878], [-4.14979, 0.12548, 0.65167], [-3.26874, -0.06809, -1.63938], [-0.53566, -1.02044, -3.98477], [-1.17203, 0.15576, -2.80075], [5.12729, -0.88871, -0.71517], [5.27929, -1.77027, 0.82611], [3.01829, 0.19412, 2.77363], [2.76722, -1.43287, 2.07507], [2.46235, 1.86358, 0.93748], [-1.08489, 0.86474, 0.75737], [-2.74515, 2.24893, -0.40462], [-2.05833, 4.31732, -1.56282], [0.31333, 5.00521, -1.53199], [1.98114, 3.62455, -0.35848], [-0.87289, -3.38420, -0.44083], [-1.75027, -3.18603, 1.85806]],
  "nbo_charge": [-0.6245, -0.0285, -0.2060, -0.2830, 0.3368, -0.5186, -0.1138, 0.4371, -0.2810, -0.3565, 0.2948, 0.3134, -0.6281, 0.6276, -0.5465, -0.6325, 0.7202, -0.6198, -0.6382, 0.2455, -0.2775, -0.1914, -0.2398, -0.1975, -0.2455, -0.4030, -0.2514, -0.1779, 0.2171, 0.2211, 0.2126, 0.2085, 0.2180, 0.2163, 0.2138, 0.2612, 0.2576, 0.2583, 0.2494, 0.4242, 0.2512, 0.2082, 0.2106, 0.2132, 0.2101, 0.2251, 0.2095],
  "homo_lumo_gap_ev": 8.73,
  "smiles": "Cc1ccc(OCc2nnc(SCC(=O)CC(=O)Nc3ccccc3)o2)cc1"
}

***

*B*
{
  "formula": "C20H19N3O4S",
  "method": "ωB97M-V with the def2-TZVPD basis set",
  "symbols": ["C", "C", "C", "N", "C", "S", "C", "C", "O", "C", "C", "C", "C", "O", "C", "O", "C", "N", "N", "C", "C", "C", "C", "C", "C", "C", "O", "C", "H", "H", "H", "H", "H", "H", "H", "H", "H", "H", "H", "H", "H", "H", "H", "H", "H", "H", "H"],
  "positions_angstrom": [[-1.00230, -1.69451, -2.33797], [-0.08179, -0.75008, -2.32877], [-0.40389, 0.71673, -2.39113], [-0.26631, 1.31419, -1.08304], [0.86124, 1.84897, -0.53242], [2.39655, 1.93404, -1.33856], [3.42261, 2.01186, 0.15873], [2.99948, 0.98359, 1.20546], [3.04939, 1.25196, 2.37736], [2.56154, -0.33191, 0.68092], [3.30302, -1.02379, -0.27035], [2.88352, -2.26600, -0.71149], [1.69286, -2.80553, -0.25034], [1.25821, -4.00630, -0.70250], [0.91645, -2.08799, 0.67666], [-0.26879, -2.65856, 1.04142], [1.37382, -0.88087, 1.16521], [0.64944, 2.21047, 0.70323], [-0.61338, 1.88899, 1.00284], [-1.16676, 1.34567, -0.04778], [-2.52931, 0.82946, -0.10561], [-3.43341, 1.27899, -1.06303], [-4.72135, 0.77865, -1.10516], [-5.12284, -0.17874, -0.18895], [-4.23961, -0.62379, 0.77803], [-2.94568, -0.12540, 0.82835], [-2.06346, -0.62471, 1.76976], [-2.07740, 0.07004, 3.01266], [-0.74039, -2.73627, -2.27862], [-2.05370, -1.46654, -2.41542], [0.96748, -0.99003, -2.23372], [0.28805, 1.23171, -3.06387], [-1.42965, 0.86316, -2.73552], [4.44489, 1.82212, -0.17124], [3.35388, 3.01065, 0.58946], [4.22624, -0.61192, -0.64726], [3.46104, -2.82678, -1.42869], [0.42577, -4.19987, -0.24594], [-0.83271, -1.99869, 1.47997], [0.79664, -0.33128, 1.89426], [-3.13115, 2.04748, -1.76004], [-5.41269, 1.13908, -1.85169], [-6.12628, -0.57491, -0.22273], [-4.53898, -1.36854, 1.50014], [-1.68504, 1.08202, 2.88256], [-1.43395, -0.49714, 3.68292], [-3.09062, 0.10880, 3.42249]],
  "nbo_charge": [-0.3657, -0.2016, -0.2533, -0.3611, 0.1785, 0.2690, -0.6210, 0.5958, -0.5088, -0.1777, -0.1873, -0.2711, 0.2476, -0.6651, 0.2940, -0.7235, -0.2605, -0.3188, -0.2819, 0.2998, -0.0710, -0.1934, -0.2198, -0.1937, -0.2379, 0.3055, -0.5674, -0.2589, 0.2099, 0.1927, 0.2192, 0.2254, 0.2217, 0.2489, 0.2616, 0.2117, 0.2278, 0.4984, 0.5175, 0.2374, 0.2171, 0.2197, 0.2202, 0.2268, 0.2247, 0.1941, 0.1746],
  "homo_lumo_gap_ev": 8.72,
  "smiles": "C=CCn1c(SCC(=O)c2ccc(O)c(O)c2)nnc1-c1ccccc1OC"
}

***

Question: which arrangement is favored energetically? Ranking from most to least stable: *A*, *B*.

***

*A*
{
  "formula": "C4H16BrN8O4",
  "method": "ωB97M-V with the def2-TZVPD basis set",
  "symbols": ["Br", "C", "O", "N", "N", "H", "H", "H", "H", "C", "O", "N", "N", "H", "H", "H", "H", "C", "O", "N", "N", "H", "H", "H", "H", "C", "O", "N", "N", "H", "H", "H", "H"],
  "positions_angstrom": [[0.45591, 1.06408, -0.59364], [6.43070, -0.90174, -0.37670], [7.56018, -1.34787, -0.38495], [6.11427, 0.17933, -0.93821], [5.45659, -1.32269, 0.38575], [6.75225, 0.85492, -1.33401], [5.14244, 0.44432, -0.86470], [4.77823, -0.62281, 0.65048], [5.59600, -2.21395, 0.83997], [-3.58206, -0.08926, -5.02117], [-4.37497, -0.24663, -5.98080], [-2.48279, -0.73122, -4.79295], [-3.85361, 0.77297, -4.00018], [-2.24504, -1.46915, -5.44028], [-1.96836, -0.48190, -3.96030], [-3.50138, 0.64186, -3.06272], [-4.70465, 1.31225, -3.92944], [-1.80356, 5.78746, 4.01466], [-2.44944, 6.52963, 4.74956], [-1.32394, 6.16107, 2.86987], [-1.58551, 4.46630, 4.18713], [-0.95881, 5.52348, 2.17687], [-1.74529, 7.05072, 2.64382], [-1.97559, 4.02355, 5.00682], [-1.36149, 3.88975, 3.38869], [-1.29932, -5.31577, 1.10654], [-1.99926, -6.29541, 1.29394], [-0.05161, -5.32770, 1.23580], [-1.81463, -4.13185, 1.13181], [0.29790, -6.22210, 1.54885], [0.65254, -4.65670, 0.96369], [-2.81563, -4.02928, 1.04462], [-1.34005, -3.29568, 1.44116]],
  "nbo_charge": [-0.9988, 0.7359, -0.6954, -0.7996, -0.8336, 0.4044, 0.3877, 0.3976, 0.4025, 0.7598, -0.6979, -0.8130, -0.8546, 0.4087, 0.4148, 0.3874, 0.3942, 0.7589, -0.6856, -0.8260, -0.8448, 0.4018, 0.4027, 0.3977, 0.3951, 0.7305, -0.6967, -0.8108, -0.8170, 0.3979, 0.4027, 0.3969, 0.3964],
  "homo_lumo_gap_ev": 7.16,
  "total_charge": -1
}

***

*B*
{
  "formula": "C4H16BrN8O4",
  "method": "ωB97M-V with the def2-TZVPD basis set",
  "symbols": ["Br", "C", "O", "N", "N", "H", "H", "H", "H", "C", "O", "N", "N", "H", "H", "H", "H", "C", "O", "N", "N", "H", "H", "H", "H", "C", "O", "N", "N", "H", "H", "H", "H"],
  "positions_angstrom": [[2.08666, -0.34251, -0.13721], [-2.18223, 0.49859, 0.05368], [-1.73165, 1.63004, 0.13278], [-1.38920, -0.61355, 0.04258], [-3.53697, 0.22579, -0.02530], [-0.40898, -0.43233, 0.20217], [-1.77886, -1.53093, 0.14759], [-4.19112, 0.98684, -0.02878], [-3.84967, -0.56390, -0.56380], [0.32094, 0.91834, 3.70617], [0.08764, 1.04196, 4.90241], [0.88790, -0.21668, 3.18701], [0.01741, 1.86449, 2.77491], [1.20850, -0.92667, 3.81469], [1.09914, -0.29989, 2.20042], [-0.24037, 2.78305, 3.07964], [0.21332, 1.75507, 1.79371], [1.36688, 3.10614, -2.40837], [1.04699, 4.09388, -3.05251], [0.82816, 2.76728, -1.20527], [2.36680, 2.24970, -2.82857], [0.83742, 1.80117, -0.90831], [0.11258, 3.36839, -0.84029], [2.56031, 1.42445, -2.28029], [2.51171, 2.24609, -3.82080], [-0.05906, -3.93072, -1.01831], [-0.64479, -5.00591, -1.08254], [0.30592, -3.20548, -2.11784], [0.26806, -3.31894, 0.17105], [0.17228, -3.64749, -3.00579], [0.64104, -2.26057, -2.01485], [1.02491, -2.64982, 0.11730], [0.04833, -3.81588, 1.01270]],
  "nbo_charge": [-0.9011, 0.7821, -0.6832, -0.8605, -0.8631, 0.4285, 0.3971, 0.3922, 0.3796, 0.7738, -0.6993, -0.8674, -0.8426, 0.3922, 0.4147, 0.3946, 0.4098, 0.7738, -0.6941, -0.8536, -0.8650, 0.4185, 0.4016, 0.4107, 0.3851, 0.7715, -0.6926, -0.8591, -0.8814, 0.3969, 0.4194, 0.4236, 0.3974],
  "homo_lumo_gap_ev": 9.09,
  "total_charge": -1
}

***

Question: which arrangement is favored energetically? Ranking from most to least stable: *B*, *A*.

***

*A*
{
  "formula": "C5H13NO3",
  "method": "ωB97M-V with the def2-TZVPD basis set",
  "symbols": ["C", "C", "C", "N", "O", "C", "O", "H", "H", "H", "H", "H", "H", "H", "H", "H", "H", "H", "C", "O", "H", "H"],
  "positions_angstrom": [[1.09491, -1.74488, -0.49204], [0.62379, -0.70217, 0.51200], [0.58865, 0.79178, -0.09572], [1.91281, 1.32926, -0.27623], [-0.02100, 0.82669, -1.34986], [-0.17797, 1.72642, 0.88687], [-1.54926, 1.78760, 0.58592], [0.40280, -1.83721, -1.32633], [2.06214, -1.47099, -0.91129], [1.20090, -2.71645, -0.01056], [-0.33250, -0.98488, 0.96026], [1.32250, -0.64257, 1.34937], [2.50968, 1.13082, 0.51917], [2.32856, 0.94930, -1.11910], [-0.74572, 0.16381, -1.38952], [-0.08893, 1.37063, 1.91408], [0.27482, 2.72320, 0.81685], [-1.61292, 1.99647, -0.35518], [-2.44493, -1.17113, -0.04494], [-2.04171, -1.11899, -1.17824], [-2.60881, -0.27682, 0.57036], [-2.69783, -2.12987, 0.43413]],
  "nbo_charge": [-0.6226, -0.4284, 0.3754, -0.8492, -0.7486, -0.0912, -0.7324, 0.2186, 0.2058, 0.2107, 0.1860, 0.1992, 0.3596, 0.3748, 0.5020, 0.1713, 0.1764, 0.4812, 0.2902, -0.5464, 0.1556, 0.1120],
  "homo_lumo_gap_ev": 9.60,
  "smiles": "CC[C@@](N)(O)CO.C=O"
}

***

*B*
{
  "formula": "C5H13NO3",
  "method": "ωB97M-V with the def2-TZVPD basis set",
  "symbols": ["C", "C", "N", "O", "H", "H", "H", "H", "H", "C", "C", "O", "H", "H", "H", "H", "C", "O", "H", "H", "H", "H"],
  "positions_angstrom": [[1.09476, 1.39769, 0.10086], [0.01690, 2.08482, -0.34055], [-0.05328, 2.72995, -1.54921], [-1.16395, 2.12607, 0.31891], [1.16716, 1.16728, 1.15071], [2.04220, 1.53075, -0.39244], [-0.98466, 2.77597, -1.93685], [0.66412, 2.49883, -2.21676], [-1.13809, 1.49786, 1.06340], [0.60814, -1.88898, 1.94056], [-0.76109, -1.57260, 1.43627], [-1.24161, -0.46150, 1.35792], [1.25253, -1.01215, 1.89450], [1.04386, -2.70601, 1.36607], [0.53012, -2.21997, 2.97746], [-1.37901, -2.46152, 1.20808], [0.00420, -1.13600, -1.47744], [-1.18451, -0.41307, -1.67629], [0.44878, -1.27580, -2.46355], [-0.18931, -2.13948, -1.07655], [0.72439, -0.42664, -0.86644], [-1.50167, -0.09551, -0.81864]],
  "nbo_charge": [-0.7099, 0.5316, -0.8169, -0.6977, 0.2020, 0.2081, 0.3937, 0.3888, 0.5153, -0.7308, 0.4802, -0.5897, 0.2417, 0.2358, 0.2465, 0.1190, -0.2865, -0.7414, 0.1780, 0.1440, 0.2092, 0.4790],
  "homo_lumo_gap_ev": 8.62,
  "smiles": "C=C(N)O.CC=O.CO"
}

***

Question: which arrangement is favored energetically? Ranking from most to least stable: *A*, *B*.